Entry 1:
Formula: C3H6O
Source: OMol25
Level of theory: ωB97M-V with the def2-TZVPD basis set

Each line ends with the natural charge from an NBO analysis.
Positions of all 10 atoms, in Å:
C1 0.65 -0.64 -0.69  -0.684
C2 0.55 0.57 0.17  -0.288
C3 -0.64 0.70 0.82  0.038
O1 -1.74 -0.22 0.64  -0.667
H1 1.63 -0.97 -1.03  0.226
H2 0.20 -1.50 -0.20  0.233
H3 0.18 -0.58 -1.68  0.217
H4 1.48 0.91 0.62  0.234
H5 -0.93 1.43 1.56  0.196
H6 -1.39 0.29 -0.21  0.493

Properties
HOMO	-0.3413	Eh
net charge	0
electronic energy	-5252.5481	eV
Kohn-Sham gap	10.2	eV



Entry 2:
Formula: C46H39MnN8O2S4
Source: OMol25
Level of theory: ωB97M-V with the def2-TZVPD basis set

Each line ends with the Mulliken charge.
Positions of all 100 atoms, in Å:
Mn1 2.10 0.28 -0.95  0.152
N1 0.70 1.49 -1.30  -0.274
S1 -0.44 2.28 -0.81  1.302
N2 -1.71 1.43 -0.22  0.003
S2 -1.87 0.98 1.25  1.192
N3 -0.69 0.41 2.07  0.409
S3 0.40 -0.71 1.59  1.199
N4 1.51 -0.27 0.73  -0.146
C1 -0.55 -2.05 0.88  0.455
C2 -0.50 -2.21 -0.50  -0.350
C3 -1.21 -3.24 -1.08  -0.784
C4 -1.97 -4.09 -0.29  -0.794
C5 -2.02 -3.92 1.09  -0.939
C6 -1.30 -2.89 1.68  -0.402
C7 0.96 -1.27 3.16  0.454
C8 2.19 -1.92 3.15  -0.453
C9 2.68 -2.42 4.35  -0.828
C10 1.95 -2.27 5.52  -0.609
C11 0.72 -1.62 5.51  -0.912
C12 0.22 -1.11 4.32  -0.351
C13 -2.45 2.30 2.27  0.512
C14 -1.81 2.63 3.45  -0.121
C15 -2.32 3.69 4.20  -0.865
C16 -3.44 4.37 3.77  -0.622
C17 -4.07 4.03 2.58  -0.729
C18 -3.58 2.98 1.82  -1.001
C19 -3.23 -0.15 1.17  0.780
C20 -3.66 -0.68 -0.03  -0.218
C21 -4.70 -1.60 -0.01  -0.832
C22 -5.29 -1.96 1.19  -0.641
C23 -4.84 -1.42 2.39  -0.711
C24 -3.81 -0.51 2.39  -1.102
C25 -1.22 3.19 -2.11  -0.037
C26 -0.41 4.11 -2.76  -0.352
C27 -0.94 4.83 -3.82  -0.871
C28 -2.25 4.61 -4.23  -0.512
C29 -3.04 3.68 -3.57  -0.871
C30 -2.53 2.96 -2.50  0.081
C31 -0.05 3.51 0.41  0.468
C32 -0.85 4.64 0.55  -0.253
C33 -0.53 5.57 1.52  -0.923
C34 0.57 5.37 2.35  -0.621
C35 1.35 4.23 2.21  -0.793
C36 1.05 3.29 1.23  -0.207
H1 0.10 -1.55 -1.11  0.616
H2 -1.17 -3.39 -2.15  0.613
H3 -2.53 -4.90 -0.75  0.497
H4 -2.61 -4.59 1.70  0.497
H5 -1.32 -2.77 2.76  0.551
H6 2.74 -2.05 2.23  0.586
H7 3.63 -2.93 4.36  0.502
H8 2.34 -2.67 6.45  0.422
H9 0.16 -1.50 6.42  0.471
H10 -0.73 -0.59 4.31  0.322
H11 -0.93 2.09 3.77  0.532
H12 -1.83 3.96 5.13  0.513
H13 -3.83 5.19 4.36  0.459
H14 -4.95 4.56 2.25  0.496
H15 -4.06 2.69 0.89  0.380
H16 -3.19 -0.39 -0.96  0.476
H17 -5.05 -2.03 -0.94  0.493
H18 -6.11 -2.67 1.19  0.459
H19 -5.31 -1.71 3.32  0.483
H20 -3.46 -0.08 3.32  0.351
H21 0.61 4.28 -2.43  0.538
H22 -0.33 5.56 -4.33  0.441
H23 -2.65 5.17 -5.06  0.423
H24 -4.06 3.51 -3.90  0.462
H25 -3.14 2.23 -1.98  0.315
H26 -1.70 4.80 -0.11  0.508
H27 -1.13 6.46 1.63  0.485
H28 0.82 6.10 3.10  0.469
H29 2.21 4.08 2.85  0.511
H30 1.65 2.40 1.12  0.222
N5 2.82 -6.58 -4.92  -0.484
C37 3.10 -5.65 -3.96  1.080
C38 2.12 -5.28 -3.02  -0.885
C39 2.40 -4.32 -2.07  -0.322
C40 3.65 -3.72 -2.04  -0.453
C41 4.63 -4.08 -2.95  -0.394
C42 4.36 -5.04 -3.90  -0.801
S4 4.01 -2.54 -0.82  1.314
O1 3.19 -2.80 0.34  -0.660
O2 5.42 -2.36 -0.70  -0.754
N6 3.38 -1.09 -1.40  -0.528
C43 3.90 -0.41 -2.46  0.803
N7 4.76 -0.86 -3.37  -0.332
C44 5.04 0.00 -4.34  -0.111
C45 4.46 1.27 -4.46  -0.835
C46 3.56 1.63 -3.49  0.179
N8 3.30 0.80 -2.48  -0.226
H31 2.00 -7.16 -4.82  0.213
H32 3.57 -6.98 -5.45  0.218
H33 1.15 -5.76 -3.04  0.326
H34 1.65 -4.07 -1.32  0.562
H35 5.61 -3.62 -2.90  0.490
H36 5.12 -5.33 -4.61  0.311
H37 5.75 -0.34 -5.08  0.449
H38 4.71 1.93 -5.28  0.414
H39 3.03 2.58 -3.50  0.453

Properties
HOMO (spin up / spin down)	-0.4348 / -0.4354	Eh
net charge	+2
multiplicity	5
electronic energy	-138993.9838	eV
Kohn-Sham gap (spin up / spin down)	6.2 / 6.6	eV



Entry 3:
Formula: C8H11PS2
Source: OMol25
Level of theory: ωB97M-V with the def2-TZVPD basis set

Each line ends with the natural charge from an NBO analysis.
Positions of all 22 atoms, in Å:
C1 3.40 -1.18 -0.02  -0.190
C2 3.07 -0.50 1.17  -0.206
C3 2.83 -0.73 -1.26  -0.211
C4 2.05 0.50 1.26  -0.204
C5 1.91 0.29 -1.22  -0.185
C6 1.56 0.95 0.00  -0.403
C7 -4.19 -0.79 -0.32  -0.628
C8 -2.68 -0.53 -0.10  -0.494
P1 0.21 2.19 -0.21  0.673
S1 -0.75 1.99 1.62  -0.249
S2 -1.90 0.39 -1.60  -0.244
H1 4.24 -1.83 -0.10  0.220
H2 3.63 -0.74 2.11  0.219
H3 3.15 -1.10 -2.22  0.224
H4 1.76 0.97 2.16  0.227
H5 1.37 0.66 -2.21  0.237
H6 -4.22 -1.52 -1.14  0.204
H7 -4.69 -1.32 0.46  0.212
H8 -4.63 0.27 -0.61  0.223
H9 -2.03 -1.36 0.06  0.209
H10 -2.73 0.22 0.74  0.206
H11 -1.34 3.20 1.39  0.161

Properties
HOMO (spin up / spin down)	-0.2827 / -0.2976	Eh
net charge	0
electronic energy	-39431.2288	eV
Kohn-Sham gap (spin up / spin down)	6.2 / 6.6	eV



Entry 4:
Formula: F2N2O6Pt
Source: OMol25
Level of theory: ωB97M-V with the def2-TZVPD basis set

Each line ends with the natural charge from an NBO analysis.
Positions of all 11 atoms, in Å:
Pt1 -0.87 1.67 0.07  1.425
N1 1.78 -0.04 1.04  0.728
O1 2.41 -0.62 0.16  -0.470
O2 1.78 -0.44 2.21  -0.500
O3 1.06 0.97 0.71  -0.643
N2 -0.96 -1.64 -1.63  0.722
O4 -1.12 -0.43 -1.31  -0.634
O5 -1.98 -2.33 -1.85  -0.558
O6 0.17 -2.13 -1.66  -0.493
F1 -2.15 1.38 1.79  -0.786
F2 -0.12 3.61 0.48  -0.790

Properties
HOMO (spin up / spin down)	-0.0854 / -0.0838	Eh
net charge	-2
multiplicity	3
electronic energy	-23938.3038	eV
Kohn-Sham gap (spin up / spin down)	7.9 / 7.6	eV



Entry 5:
Formula: C3H6IN2OS
Source: OMol25
Level of theory: ωB97M-V with the def2-TZVPD basis set

Each line ends with the natural charge from an NBO analysis.
Positions of all 14 atoms, in Å:
C1 -0.61 -0.10 -0.36  0.708
C2 0.44 -0.66 1.49  -0.259
C3 1.21 0.48 0.83  -0.087
N1 -0.51 -1.17 0.51  -0.572
N2 -1.64 0.08 -1.10  -0.660
O1 0.29 0.83 -0.25  -0.456
S1 -0.28 0.42 -3.83  0.135
I1 0.42 2.49 -3.11  0.480
H1 1.07 -1.42 1.86  0.225
H2 -0.07 -0.30 2.28  0.201
H3 1.35 1.49 1.45  0.239
H4 2.21 0.07 0.46  0.214
H5 -1.36 -1.73 0.77  0.440
H6 -2.51 -0.46 -1.01  0.392

Properties
HOMO (spin up / spin down)	-0.4725 / -0.4976	Eh
net charge	+1
electronic energy	-27161.4124	eV
Kohn-Sham gap (spin up / spin down)	5.2 / 6.2	eV



Entry 6:
Formula: C14H26CaCl3F9Mg2NO9PS2
Source: OMol25
Level of theory: ωB97M-V with the def2-TZVPD basis set

Each line ends with the natural charge from an NBO analysis.
Positions of all 68 atoms, in Å:
C1 5.20 -4.15 -1.48  -0.203
C2 5.28 -3.39 -2.40  -0.047
C3 5.29 -2.52 -3.57  -0.473
C4 5.12 -1.04 -3.14  -0.412
C5 3.66 -0.59 -3.07  -0.242
N1 3.10 -0.37 -1.74  -0.401
O1 2.91 -1.54 -0.99  -0.374
C6 1.53 -1.85 -0.89  -0.117
C7 1.40 -3.34 -0.67  -0.104
O2 0.21 -3.78 -0.06  -0.165
C8 -1.01 -3.29 -0.61  -0.098
C9 -1.11 -3.44 -2.14  -0.643
S1 3.82 0.70 -0.76  2.554
O3 4.51 1.66 -1.52  -0.897
O4 2.79 1.23 0.11  -0.997
F1 4.85 -0.05 0.08  -0.433
H1 5.02 -4.92 -0.78  0.247
H2 6.26 -2.63 -4.03  0.236
H3 4.56 -2.82 -4.30  0.225
H4 5.68 -0.90 -2.22  0.228
H5 5.62 -0.45 -3.90  0.219
H6 3.49 0.27 -3.69  0.236
H7 3.06 -1.38 -3.50  0.222
H8 1.02 -1.27 -0.15  0.218
H9 1.05 -1.59 -1.83  0.168
H10 2.17 -3.65 0.03  0.273
H11 1.61 -3.89 -1.57  0.245
H12 -1.79 -3.90 -0.17  0.216
H13 -1.23 -2.28 -0.28  0.264
H14 -2.11 -3.78 -2.36  0.239
H15 -0.35 -4.08 -2.54  0.227
H16 -1.03 -2.45 -2.58  0.202
Cl1 4.38 -0.34 3.06  -0.872
C10 -4.42 -3.06 1.91  -0.724
C11 -3.43 -2.29 1.08  0.627
O5 -3.42 -2.37 -0.13  -0.591
C12 -2.45 -1.42 1.84  -0.732
H17 -5.06 -3.64 1.25  0.225
H18 -3.91 -3.74 2.59  0.259
H19 -5.04 -2.38 2.49  0.236
H20 -1.86 -2.03 2.52  0.279
H21 -3.01 -0.67 2.41  0.222
H22 -1.79 -0.92 1.13  0.211
Ca1 1.86 0.34 2.85  1.841
F2 2.82 4.66 -2.56  -0.557
P1 1.54 4.72 -1.55  2.581
F3 2.59 3.98 -0.55  -0.550
F4 0.92 5.35 -0.03  -0.731
F5 0.52 3.45 -1.16  -0.597
F6 0.62 4.63 -2.90  -0.569
F7 1.53 6.34 -1.79  -0.564
Mg1 -0.90 5.50 0.09  1.128
Cl2 -5.08 6.03 1.15  -0.070
C13 -5.51 7.55 1.99  -0.434
C14 -4.68 8.71 1.52  -0.410
Cl3 -2.98 8.55 2.02  -0.050
H23 -5.41 7.39 3.06  0.254
H24 -6.58 7.73 1.77  0.195
H25 -5.06 9.64 1.95  0.245
H26 -4.70 8.81 0.43  0.234
F8 1.79 -5.60 -0.26  -0.544
O6 -4.26 -2.09 6.69  -0.769
S2 -3.38 -2.93 5.86  2.502
O7 -4.12 -4.07 5.33  -0.752
O8 -2.26 -3.42 6.68  -0.752
O9 -2.86 -2.11 4.75  -0.824
Mg2 -7.11 7.31 -0.13  0.169
F9 0.13 -2.14 1.36  -0.729

Properties
HOMO	-0.2568	Eh
net charge	0
electronic energy	-157154.1463	eV
Kohn-Sham gap	1.4	eV